[1]
The following is a DFT calculation (the ωB97M-V functional and the def2-TZVPD basis) of a gas-phase ion, C4H11N3 (charge +2) in a non-equilibrium geometry.

Total charge: +2
HOMO level in eV: -17.378

Last column: natural (NBO) charge in e.
Positions of all 18 atoms, in Å:
C: 1.840 1.801 0.694  0.07
C: 0.021 0.332 0.560  0.33
C: -1.338 -1.068 -0.918  -0.09
C: 1.465 0.073 2.408  -0.46
N: -0.026 -0.477 -0.476  -0.53
N: -1.879 -0.570 -2.150  -0.71
N: 1.154 0.781 1.156  -0.32
H: 2.641 2.305 1.266  0.26
H: 1.568 2.212 -0.210  0.21
H: -1.933 -0.811 -0.033  0.28
H: -2.785 -0.949 -2.338  0.47
H: -0.958 -2.148 -0.953  0.27
H: 1.569 -0.963 2.401  0.26
H: 0.605 0.027 3.048  0.27
H: 2.380 0.439 2.915  0.28
H: 0.835 -0.752 -0.950  0.41
H: -1.365 -0.914 -3.098  0.50
H: -2.237 0.387 -2.063  0.48

Atomic forces in eV per Å
0.35 -1.45 2.76
-3.63 -1.38 -1.05
3.44 -1.73 2.87
0.44 1.14 1.75
0.90 1.98 0.41
0.40 -0.53 -3.22
3.33 0.88 -0.88
-0.56 -0.75 -0.11
-0.74 0.85 -1.90
-0.59 -0.49 -0.61
-1.24 -1.50 0.23
-1.82 1.10 -0.38
0.72 -2.03 -1.70
-0.62 1.30 0.55
-0.77 0.36 -0.50
0.00 -0.36 -0.22
-0.87 1.79 2.52
1.26 0.80 -0.52

[2]
The following is a DFT calculation (the ωB97M-V functional and the def2-TZVPD basis) of C4H11N3O in the gas phase in a non-equilibrium geometry.

SMILES string: N/N=C\CNCCO
HOMO level in eV: -8.806

Last column: natural (NBO) charge in e.
Positions of all 19 atoms, in Å:
N: 2.168 -0.775 1.128  -0.65
N: 2.692 0.351 0.564  -0.22
C: 1.912 1.204 -0.012  -0.01
C: 0.429 1.187 -0.226  -0.31
N: -0.174 0.505 -1.327  -0.59
C: -1.629 0.073 -0.950  -0.27
C: -1.834 -0.633 0.366  -0.12
O: -0.819 -1.662 0.511  -0.73
H: 2.766 -0.996 1.969  0.38
H: 1.157 -0.662 1.242  0.36
H: 2.611 2.041 -0.598  0.19
H: 0.142 2.377 -0.219  0.20
H: -0.094 0.663 0.615  0.17
H: 0.238 -0.517 -1.235  0.34
H: -2.507 0.874 -1.151  0.22
H: -1.711 -0.720 -1.788  0.20
H: -1.851 -0.124 1.444  0.21
H: -2.785 -1.032 0.160  0.19
H: -0.712 -2.156 -0.492  0.46

Atomic forces in eV per Å
0.58 0.20 0.90
-0.53 1.01 -0.48
3.30 0.95 -2.30
-1.14 2.91 2.35
-0.76 -3.43 -0.22
0.29 1.59 -2.83
1.43 0.06 1.68
-0.17 -1.67 -3.96
-1.50 0.15 -1.25
0.30 -0.78 0.66
-2.30 -1.98 1.64
0.25 -2.95 -0.05
1.00 1.31 0.51
-0.41 2.72 -0.69
2.35 -1.51 0.47
-0.70 1.01 1.37
0.07 -0.56 -2.70
-1.52 -0.99 0.57
-0.55 1.96 4.32

[3]
The following is a DFT calculation (the ωB97M-V functional and the def2-TZVPD basis) of C4H11N3O in the gas phase in a non-equilibrium geometry.

SMILES string: CC(C)O/C(N)=N/N
HOMO level in eV: -7.607

Last column: natural (NBO) charge in e.
Positions of all 19 atoms, in Å:
C: 2.444 -0.128 -0.508  -0.64
C: 1.161 0.159 0.242  0.13
C: 1.163 -0.287 1.687  -0.64
O: 0.102 -0.800 -0.519  -0.54
C: -1.099 -0.260 -0.589  0.65
N: -1.918 -0.851 -1.540  -0.85
N: -1.349 0.790 0.108  -0.43
N: -2.512 1.538 -0.066  -0.66
H: 3.256 0.445 -0.058  0.21
H: 2.677 -1.188 -0.472  0.21
H: 2.350 0.177 -1.550  0.22
H: 0.903 1.217 0.173  0.23
H: 1.852 0.340 2.253  0.21
H: 0.170 -0.168 2.108  0.24
H: 1.464 -1.328 1.773  0.21
H: -1.606 -1.768 -1.819  0.40
H: -2.912 -0.772 -1.385  0.38
H: -2.922 1.726 0.848  0.35
H: -3.226 1.159 -0.685  0.32

Atomic forces in eV per Å
-0.29 0.12 0.03
-0.42 -1.87 -0.73
-0.13 0.13 -0.29
2.25 1.44 1.10
-1.11 1.71 0.28
0.13 0.01 0.07
0.13 -0.64 -0.08
-0.57 0.16 -0.01
0.06 -0.05 0.04
0.11 -0.10 0.03
0.01 -0.02 0.01
-0.56 -0.44 -0.35
0.09 -0.01 0.05
-0.09 0.04 0.05
0.09 -0.09 0.01
-0.11 0.02 -0.02
0.12 -0.13 0.07
0.15 -0.10 -0.34
0.12 -0.18 0.10

[4]
The following is a DFT calculation (the ωB97M-V functional and the def2-TZVPD basis) of a molecular structure, C4H11N3O in a non-equilibrium geometry.

HOMO level in eV: -7.853

Last column: natural (NBO) charge in e.
Positions of all 19 atoms, in Å:
C: -1.453 0.020 0.088  -0.25
C: -2.099 1.168 0.829  -0.64
O: -1.306 -1.152 0.917  -0.78
C: 0.786 1.040 0.159  0.43
N: 1.044 2.065 0.644  -0.31
H: -2.154 -1.353 1.335  0.46
H: -2.090 -0.238 -0.778  0.15
H: -2.313 1.993 0.147  0.22
H: -1.444 1.539 1.619  0.21
H: -3.050 0.869 1.288  0.19
C: 1.742 -1.185 0.172  -0.41
N: 1.100 -0.103 -0.620  -0.38
N: 1.649 0.179 -1.920  -0.61
H: -0.243 -0.202 -0.703  0.36
H: 2.631 0.418 -1.810  0.35
H: 1.566 -0.691 -2.442  0.36
H: 1.223 -1.275 1.125  0.26
H: 1.612 -2.123 -0.369  0.21
H: 2.800 -0.968 0.318  0.20

Atomic forces in eV per Å
0.37 -1.24 -2.15
0.44 0.12 0.03
-0.05 -0.04 0.26
2.54 0.87 -0.71
-0.91 -1.04 -0.20
0.09 0.04 -0.03
-0.41 -0.03 0.32
0.05 0.02 0.00
-0.08 0.09 0.03
0.04 -0.09 -0.07
-0.10 0.20 -0.20
0.59 -0.35 -0.09
0.14 0.23 0.82
-2.94 0.89 2.09
0.06 -0.07 -0.16
0.04 0.19 0.10
-0.01 0.11 -0.06
0.06 0.12 -0.05
0.06 -0.01 0.07

[5]
The following is a DFT calculation (the ωB97M-V functional and the def2-TZVPD basis) of 2 unconnected molecules or ions with the total composition C4H11N3O in a non-equilibrium geometry.

HOMO level (spin up / spin down) in eV: -6.997 / -6.998

Last column: natural (NBO) charge in e.
Positions of all 19 atoms, in Å:
C: -1.179 -1.169 0.356  -0.12
C: -1.125 1.071 1.222  -0.36
C: 1.100 0.196 -0.286  -0.71
N: 0.632 -0.518 -2.580  -0.31
C: 0.390 -0.622 -1.217  0.38
N: -0.381 1.057 2.440  -0.86
O: 1.986 -0.491 -2.991  -0.55
N: -0.761 -1.210 -0.902  -0.52
H: 2.411 -1.284 -2.624  0.45
H: 0.087 -1.177 -3.127  0.37
H: -0.937 1.055 3.285  0.37
H: 0.349 1.755 2.488  0.37
H: -2.188 -1.531 0.531  0.18
H: -0.489 -1.227 1.196  0.18
H: -1.156 2.010 0.663  0.19
H: -2.156 0.770 1.379  0.20
H: 0.127 0.776 0.261  0.27
H: 1.853 0.848 -0.717  0.24
H: 1.437 -0.308 0.623  0.24

Atomic forces in eV per Å
0.40 1.05 0.53
-0.83 -0.54 0.10
-0.49 0.37 0.54
0.28 -0.06 -0.14
-0.98 -0.07 0.14
0.09 0.02 -0.02
-0.29 -0.13 0.25
0.85 0.08 -0.68
-0.12 0.10 -0.08
0.11 0.01 0.05
0.07 0.09 -0.15
-0.09 -0.11 0.04
0.02 0.18 0.06
-0.01 -0.09 0.01
0.13 -0.05 0.02
0.06 -0.02 0.08
0.74 -0.73 -0.75
0.00 -0.04 0.02
0.05 -0.06 -0.02

[6]
The following is a DFT calculation (the ωB97M-V functional and the def2-TZVPD basis) of 2 unconnected molecules or ions with the total composition C4H11N3O in a non-equilibrium geometry.

Total charge: +2
HOMO level in eV: -19.521

Last column: natural (NBO) charge in e.
Positions of all 19 atoms, in Å:
C: -3.074 -0.550 0.043  0.64
C: 0.840 0.896 1.424  -0.70
C: 2.921 -0.516 -1.386  -0.44
C: 1.217 0.215 0.186  0.31
N: -3.268 0.562 -0.263  0.03
N: -3.141 -1.759 0.412  -0.75
N: 2.433 0.091 -0.186  -0.38
O: -2.813 1.708 -0.640  -0.41
H: 0.106 0.315 1.982  0.26
H: 1.701 1.101 2.059  0.26
H: 0.359 1.848 1.187  0.28
H: 2.111 -0.910 -1.994  0.23
H: 3.484 0.219 -1.968  0.26
H: 3.622 -1.319 -1.138  0.26
H: 0.451 -0.189 -0.466  0.21
H: -3.355 -2.491 -0.270  0.47
H: -3.200 -2.018 1.396  0.47
H: -3.561 2.326 -0.799  0.54
H: 3.167 0.471 0.420  0.44

Atomic forces in eV per Å
-0.60 1.95 -0.42
-0.02 0.23 0.44
0.70 -0.58 -1.14
0.39 0.03 -0.11
-0.53 -1.15 0.34
-0.08 -1.52 0.22
-0.17 0.40 0.77
0.70 0.74 -0.29
0.04 -0.10 0.02
-0.04 0.00 0.04
-0.02 0.06 -0.11
-0.06 0.03 0.09
-0.15 0.03 0.09
-0.20 0.06 0.06
0.15 -0.06 -0.16
0.14 0.18 0.15
0.06 0.13 -0.13
-0.02 -0.40 0.14
-0.28 -0.03 0.00

[7]
The following is a DFT calculation (the ωB97M-V functional and the def2-TZVPD basis) of 2 unconnected molecules or ions with the total composition C4H11N3O2 in a non-equilibrium geometry.

SMILES string: [H]/N=C(/N)NC.CC(=O)O
HOMO level in eV: -8.397

Last column: natural (NBO) charge in e.
Positions of all 20 atoms, in Å:
H: -0.284 -1.378 3.654  0.32
N: 0.671 -1.104 3.469  -0.78
C: 0.747 -0.416 2.392  0.57
N: 1.934 0.298 2.087  -0.86
N: -0.196 -0.237 1.441  -0.62
C: -1.404 -0.989 1.324  -0.40
H: 2.562 -0.209 1.488  0.38
H: 2.351 0.522 2.975  0.38
H: 0.026 0.422 0.715  0.41
H: -1.329 -1.821 0.628  0.19
H: -2.213 -0.347 0.986  0.21
H: -1.659 -1.374 2.310  0.19
C: -0.782 0.788 -3.911  -0.75
C: -0.537 0.556 -2.451  0.80
O: -1.259 0.031 -1.668  -0.53
O: 0.720 1.055 -2.059  -0.72
H: -0.097 0.203 -4.531  0.24
H: -0.743 1.843 -4.189  0.25
H: -1.770 0.464 -4.253  0.24
H: 1.342 0.516 -2.571  0.48

Atomic forces in eV per Å
-0.13 -0.30 0.00
0.09 0.52 0.08
0.30 -0.36 0.12
-0.49 0.37 0.29
0.04 0.30 -0.55
-0.34 -0.06 0.35
0.13 -0.10 -0.08
0.53 -0.16 0.01
0.05 -0.01 -0.08
0.10 -0.18 -0.09
-0.07 0.03 0.01
-0.22 -0.08 -0.11
-1.00 -0.22 -0.91
0.74 0.37 -0.10
-0.17 0.22 0.09
-0.69 -0.89 -0.08
0.32 0.27 0.18
0.50 -0.07 0.24
0.01 -0.16 0.56
0.30 0.49 0.05

[8]
The following is a DFT calculation (the ωB97M-V functional and the def2-TZVPD basis) of 2 unconnected molecules or ions with the total composition C4H11N3O2 in a non-equilibrium geometry.

SMILES string: [H]/N=C(/N)NC.CC(=O)O
HOMO level in eV: -8.874

Last column: natural (NBO) charge in e.
Positions of all 20 atoms, in Å:
H: 0.020 2.345 -0.109  0.37
N: -0.739 1.732 -0.371  -0.75
C: -0.331 0.687 -0.962  0.58
N: -1.149 -0.221 -1.680  -0.84
N: 1.051 0.441 -1.048  -0.67
C: 1.575 -0.294 -2.199  -0.41
H: -0.924 -0.156 -2.672  0.37
H: -2.122 0.066 -1.730  0.38
H: 1.558 0.430 -0.181  0.41
H: 1.396 -1.384 -2.181  0.18
H: 2.655 -0.185 -2.207  0.21
H: 1.064 0.078 -3.096  0.19
C: -0.087 -1.244 2.647  -0.73
C: -0.508 0.143 2.253  0.80
O: 0.165 1.132 2.156  -0.61
O: -1.787 0.115 1.803  -0.72
H: -0.933 -1.925 2.640  0.24
H: 0.358 -1.138 3.632  0.24
H: 0.764 -1.517 2.022  0.24
H: -2.027 0.895 1.284  0.52

Atomic forces in eV per Å
0.15 -0.30 0.41
-1.56 -0.23 -0.29
1.30 0.99 -0.56
-0.40 0.28 -0.42
-0.55 -0.68 -1.01
-0.33 -0.61 0.75
0.59 -0.45 0.19
0.04 0.28 0.85
-0.02 0.12 0.01
-0.17 0.22 0.19
0.00 0.35 -0.43
0.70 0.11 0.00
0.56 0.87 0.72
-1.12 0.04 -1.68
0.66 -0.11 0.78
-0.25 -0.71 0.55
0.29 -0.12 -0.10
-0.12 -0.30 0.35
-0.33 -0.28 -0.28
0.57 0.51 -0.02

Sequential energy above the lowest of the compared OMol25 structures with the same formula, charge and spin output: 3.659, 5.495, 2.184, 6.399, 6.392, 1.823, 1.189, 1.120 eV